No. 1
{
  "formula": "C47H88Cl28F7N6S2",
  "method": "ωB97M-V/def2-TZVPD",
  "homo_lumo_gap_ev": 8.0,
  "total_charge": 1,
  "multiplicity": 1,
  "symbols": ["H", "H", "H", "H", "H", "H", "H", "C", "H", "C", "C", "H", "C", "H", "N", "H", "H", "H", "F", "N", "C", "C", "Cl", "C", "H", "H", "H", "H", "H", "Cl", "C", "H", "N", "C", "Cl", "Cl", "F", "F", "H", "C", "Cl", "H", "Cl", "C", "H", "H", "H", "C", "S", "H", "C", "C", "Cl", "Cl", "H", "H", "C", "C", "H", "H", "N", "H", "C", "C", "C", "Cl", "H", "Cl", "H", "C", "Cl", "C", "H", "C", "C", "H", "C", "F", "H", "C", "H", "C", "H", "C", "Cl", "H", "H", "H", "C", "H", "Cl", "Cl", "C", "H", "Cl", "H", "C", "H", "N", "Cl", "H", "C", "H", "Cl", "C", "H", "C", "Cl", "H", "C", "F", "H", "Cl", "N", "H", "H", "H", "H", "H", "Cl", "Cl", "H", "H", "C", "C", "H", "H", "H", "H", "H", "Cl", "C", "H", "Cl", "Cl", "H", "H", "H", "C", "H", "Cl", "C", "H", "H", "C", "C", "H", "F", "H", "H", "C", "C", "C", "H", "H", "C", "H", "H", "H", "H", "H", "H", "H", "H", "Cl", "H", "F", "Cl", "H", "H", "H", "C", "C", "H", "S", "H", "H", "Cl"],
  "xyz": [[0.4760, -10.9248, 2.6260], [-2.9380, -2.6573, 0.2514], [1.7422, -1.2256, -7.0321], [10.8946, -0.6093, -1.3496], [9.3092, -0.4230, -2.1195], [1.7277, -2.4321, -2.2635], [3.8993, -0.1747, -6.7279], [6.7924, 7.6219, -2.8813], [6.4747, 8.2726, -2.0709], [-11.3852, -6.9388, 3.4233], [6.2576, 1.8647, -9.3942], [-5.2086, -1.8610, 1.0187], [-0.7479, 2.3169, -2.6490], [0.1053, -6.5949, -5.8324], [-2.7494, 2.3638, 0.2990], [0.3275, 6.4298, -0.4537], [0.6704, -6.1268, -2.8592], [0.0697, 3.9386, 5.7267], [-1.4379, 1.3134, 4.5223], [-2.1923, 1.5964, 2.4740], [-3.5419, -3.1885, 0.9817], [-0.7058, -0.3760, 3.0270], [-6.2789, 1.3138, 8.3554], [5.2649, 1.9107, -0.2795], [1.9907, 4.0309, 3.9451], [-0.5398, 4.9345, 1.2472], [-5.9979, 5.2471, 4.7739], [-1.0102, -6.1360, 1.3505], [1.7357, 6.0141, 5.2724], [5.3283, 6.8977, -3.6022], [-1.6313, -10.7073, 2.8937], [10.7876, 1.6169, -2.3086], [-2.9239, 1.7338, -0.8938], [-5.7558, 5.0634, 3.7289], [-4.0962, 4.3933, 3.6976], [-1.4784, -5.3489, -4.6098], [1.0526, -1.7199, 3.7556], [-1.2602, -1.5161, 2.5812], [-4.0939, 1.9878, -2.4006], [-1.9760, 4.6845, -0.3093], [0.2265, -8.9623, 3.8879], [4.3360, 4.2890, -0.3512], [-12.1567, -7.9316, 4.6849], [3.9683, 3.9149, -1.3079], [5.1236, 2.6402, -7.7347], [-12.0899, -6.1642, 3.1320], [4.8572, 2.2624, -2.3624], [0.2245, -0.7747, 4.2078], [2.3463, 2.8749, 1.3207], [-6.9142, -3.2931, 4.9965], [-2.4686, 1.3757, 1.1682], [2.4587, 4.1858, -1.4041], [8.6799, 2.3312, -1.5616], [0.4278, -0.0783, -5.4675], [-2.3467, 5.7089, -0.2320], [-2.0191, 4.4175, -1.3613], [1.2459, 4.7479, 3.6051], [0.7408, -2.3003, -1.8238], [7.1850, 2.3900, -9.1738], [-3.2360, -2.8744, 1.9772], [1.8999, 5.0014, -0.3000], [-1.1772, 5.1259, 5.3427], [-5.0100, -2.9085, 0.8009], [-0.1872, -6.5679, -4.7859], [1.7764, -0.2108, -6.6398], [7.1419, 5.6786, -0.9923], [-3.4899, 0.5459, 8.2096], [2.6118, -6.1061, 2.0577], [-7.7625, 4.4982, 3.2868], [0.9863, -6.2709, -3.8894], [-7.8538, -3.5654, 2.8495], [9.9467, -0.0744, -1.3117], [-2.3167, 1.1653, -3.6043], [3.1166, 0.0526, -6.0059], [-2.1813, 2.1423, -3.1317], [-0.0823, 5.4114, 6.6915], [6.5399, -2.6021, -5.7476], [-2.9303, -0.0915, 3.8291], [-2.8216, -0.2948, -1.4970], [-3.7326, 1.1738, 7.3562], [-9.5822, -5.8526, 3.0519], [10.1985, 1.4072, -1.4172], [-5.6207, -3.5151, 1.4612], [5.0935, 2.6301, -8.8221], [-10.3164, -5.1128, 5.1544], [5.2478, 2.5858, 0.5766], [-0.6171, -7.5306, -4.5154], [-11.2048, -7.5892, 2.5690], [0.0080, -6.5252, 1.3292], [-7.5591, -0.8627, 5.3378], [7.2794, -0.8112, -3.8265], [1.8572, -4.7937, -4.3944], [0.4809, 5.3568, -0.5944], [6.1678, 1.7447, -10.4705], [0.3774, -6.9535, -0.3706], [-5.7353, 6.0128, 3.2011], [-7.5004, -1.3164, 4.3493], [1.7014, -7.0906, -3.9250], [-3.2167, 2.3919, -2.0887], [0.7816, -0.7788, -0.8852], [-2.3706, 2.8885, -3.9041], [-2.7542, 0.4304, -0.6912], [-1.8156, -11.7057, 2.5008], [-2.8339, -10.4176, 4.1760], [-7.7203, -2.8020, 4.4570], [-5.4526, 1.7547, 6.1951], [0.8396, 5.7010, 4.7367], [4.8423, -2.7169, -5.2027], [-8.2460, -0.8544, 3.7076], [7.4870, -2.4061, -4.5939], [0.9555, 0.2524, 4.6158], [8.5132, -2.4618, -4.9534], [3.5320, 1.9232, -9.3099], [-2.4852, 0.1838, 0.5817], [7.9911, 5.8547, -3.1789], [-0.1708, -1.3807, -3.5462], [-0.2034, -3.1448, -3.5400], [6.6032, -1.7819, -6.4593], [4.8902, 0.9535, 0.0900], [-6.5398, 3.9009, 1.3752], [-3.2865, 2.8497, 7.7688], [0.3903, 6.5891, 4.2870], [2.2905, 4.7871, -2.3016], [4.3422, 2.4171, -1.4108], [-2.8464, 3.7968, 0.5739], [-3.1108, 0.8759, 6.5138], [-0.2828, 3.5145, 0.2130], [0.3689, 4.1794, 3.2816], [6.2830, 1.7538, -0.6253], [0.9970, -4.6119, 1.2209], [9.1576, -0.5131, 0.2250], [2.0671, 4.4431, 0.9628], [8.6903, 7.0570, -2.0860], [-5.5532, -3.2019, -0.8757], [-3.1474, -4.9227, 0.8306], [4.4817, 4.4855, -2.0785], [-2.5412, 3.9751, 1.5974], [10.7333, 1.7836, -0.5489], [7.7644, 6.5768, -2.3983], [0.0459, -7.4413, 1.9152], [-5.8866, -0.8973, 3.6885], [-10.0787, -6.3468, 3.8839], [1.5824, 0.4867, -7.4500], [6.7722, -3.5321, -6.2631], [-0.2176, -10.6238, 3.4093], [-6.7578, 4.1085, 3.1351], [7.3415, -3.1634, -3.8278], [-0.4784, -1.2740, 5.2166], [0.3118, 5.1622, -1.6527], [7.2605, 8.2266, -3.6560], [-1.8488, 0.6143, 3.4397], [-0.2882, -2.2594, -2.9174], [-0.1465, 5.0085, 5.6822], [0.6131, -5.1695, 2.8555], [-2.2521, 2.5378, 2.8291], [-0.5386, 4.5789, 0.2147], [-0.4286, 3.3557, -2.6631], [-5.3734, 0.0374, 6.6086], [1.8836, 3.2623, -1.5405], [-3.8936, 4.0900, 0.5013], [-8.6548, -2.9973, 4.9760], [3.2802, -0.5407, -5.1157], [-6.6897, 3.1244, 3.5924], [-1.8080, -9.9819, 2.1032], [-1.9555, -2.2568, -2.2580], [-0.5605, 1.8732, -1.6702], [0.0550, 0.1679, 2.0750], [6.3964, 0.2347, -8.6758], [0.5558, -3.1159, -1.1280], [3.4509, 1.7899, -1.4393], [5.1080, 3.6566, -9.1838], [0.9516, -5.4844, 1.8693], [-5.1844, 1.0454, 6.9752], [-0.0901, 1.7828, -3.3366], [1.9315, 5.6854, 2.2183], [-0.0694, -11.2648, 4.2741], [-9.4167, -7.1091, 4.2863], [3.3084, 1.7685, -5.5518]]
}

=====

No. 2
{
  "formula": "C47H94BO19PS",
  "method": "ωB97M-V/def2-TZVPD",
  "homo_lumo_gap_ev": 8.7,
  "total_charge": 0,
  "multiplicity": 1,
  "symbols": ["S", "C", "H", "C", "C", "H", "H", "C", "H", "H", "H", "H", "C", "C", "H", "H", "O", "H", "H", "C", "H", "C", "H", "H", "H", "H", "C", "H", "H", "C", "H", "C", "H", "C", "H", "C", "C", "C", "H", "H", "H", "H", "H", "H", "H", "H", "C", "H", "H", "C", "H", "C", "H", "O", "H", "C", "B", "O", "H", "H", "H", "C", "C", "O", "H", "C", "C", "C", "C", "H", "H", "H", "H", "H", "O", "H", "H", "H", "H", "H", "C", "C", "H", "C", "H", "O", "H", "H", "C", "H", "H", "H", "H", "H", "C", "O", "H", "H", "H", "H", "H", "C", "C", "H", "O", "O", "H", "C", "H", "H", "H", "H", "C", "H", "C", "H", "C", "C", "H", "H", "O", "H", "O", "H", "O", "H", "C", "O", "C", "O", "H", "O", "H", "C", "H", "P", "C", "H", "H", "H", "O", "O", "O", "H", "H", "C", "C", "H", "O", "C", "C", "H", "H", "H", "H", "H", "C", "H", "H", "H", "H", "H", "C"],
  "xyz": [[-3.3368, 2.2296, 2.4219], [-8.8601, 1.1149, -5.9570], [-3.2765, 3.7981, -4.1563], [-0.3339, 7.0490, -7.0871], [5.3187, 4.2284, -2.8674], [-1.6444, 2.1081, 6.6247], [6.2980, -8.3953, -1.0795], [3.4053, 5.1536, -1.4152], [-2.8690, -1.9724, 0.4700], [-2.3066, -0.0530, 3.3823], [5.5541, 3.9966, -3.9051], [-0.4264, -2.1573, 3.5385], [-2.7401, 3.2279, -4.9170], [-3.6687, 1.5638, 7.0122], [-4.9787, 7.7194, 3.9426], [0.6897, -1.7214, -1.7117], [-1.1393, -2.8072, 1.1835], [4.0330, 5.9377, -0.9885], [-1.1374, -3.9372, 8.0895], [0.3661, -4.5692, 6.7174], [4.8016, -4.3155, 0.0798], [0.6948, 3.8825, 1.3976], [4.6813, -9.4351, -4.3802], [9.3140, -4.0793, -2.6403], [-5.6388, 0.8327, 7.3816], [-0.2753, -3.9079, 3.7220], [0.9299, 1.6275, 0.9927], [0.6669, -3.5231, -4.4496], [-5.6475, 6.0770, 4.1625], [7.2817, -4.1694, -1.9709], [-0.4066, 0.9887, -1.4733], [-3.7943, 6.0049, 2.0052], [-4.6970, -0.1552, 6.2503], [-1.2697, -1.4710, -0.8729], [-2.7071, -0.9815, -5.0090], [-1.8441, -3.2597, 2.3408], [-3.6492, 2.1920, -5.5209], [-2.2368, 1.1987, 6.7145], [-4.3477, -0.2119, 8.0023], [4.2816, -0.7420, 7.1705], [-0.4025, 8.1380, -7.1059], [5.4003, 3.3152, -2.2753], [6.1832, -9.6346, -3.4599], [-2.7277, 7.8319, -8.4160], [3.4043, 4.2783, -0.7617], [-1.8898, 2.7300, -4.4500], [-5.6404, 6.9604, 3.5215], [1.7205, -1.2068, 2.3746], [-0.0126, -5.1418, 8.7433], [3.9131, 4.7733, -2.7831], [-8.1345, 0.3033, -5.9379], [0.5171, 0.4037, -1.3321], [-0.9145, -4.3222, -4.5178], [-1.4303, 0.3556, 3.4663], [5.8135, -8.0768, -4.2537], [6.5445, -3.7834, -3.2288], [1.7009, 0.6548, 2.0111], [-0.3735, -4.4597, 5.7637], [8.7263, -2.5938, -1.8402], [6.0294, 4.9721, -2.5031], [-1.2848, 1.3042, 0.4475], [4.1469, -0.4853, 10.0008], [4.7190, -3.7695, 1.0193], [0.8332, 4.8447, 2.0029], [-9.4009, 3.8865, -6.3266], [-0.9956, -3.0996, 3.6288], [2.2314, -4.3597, 1.3016], [0.2364, -1.0839, -0.9368], [1.7939, -5.0294, 6.5530], [3.5901, 0.3306, 1.7384], [1.9556, -5.9507, 7.1151], [-6.6502, 7.3646, 3.4694], [4.8645, -7.4672, -0.6040], [-10.4070, 2.9609, -7.4772], [3.2258, 4.8982, -3.7716], [-3.5267, 6.2588, -8.2451], [-2.3711, 3.9052, -5.6943], [2.3863, 5.5283, -1.5001], [5.5372, -4.1973, -3.1997], [0.5075, -3.4427, 8.5335], [-2.3521, -1.9765, -5.2720], [-0.3096, -3.5141, -4.9328], [-1.7308, -0.7699, 1.1070], [-1.7909, -1.7228, 0.5500], [-2.8387, -2.7974, 2.4482], [-2.1263, 5.7404, -6.2390], [0.1624, 6.7442, -6.1672], [1.2612, -3.8818, 1.4466], [-4.6499, 0.4283, 7.1716], [1.8662, 2.0498, -0.9157], [-4.6179, 3.3373, -7.0496], [5.0682, -0.9958, 10.2864], [2.2046, -4.9338, 0.3738], [0.7395, -1.3667, 0.0040], [4.0513, -1.6601, 7.7134], [3.0566, 0.9243, 2.2908], [-3.0532, 6.7242, 2.3605], [-5.5207, 3.2326, -5.5097], [-1.3850, 3.9178, 1.2911], [9.1088, -4.0342, -0.8802], [-0.1729, -3.6654, -6.0049], [-5.1793, 6.5865, 2.1338], [5.5010, -7.7439, -1.4431], [-2.3058, -2.0572, -6.3597], [3.0302, -2.1242, 1.3151], [1.1428, -0.4509, 2.5913], [5.0239, -4.4074, 1.8503], [-9.3929, 3.2851, -7.2374], [4.9686, -2.2213, 7.9008], [6.4754, -2.6969, -3.3021], [3.3859, -2.2680, 7.1040], [2.4184, 0.5209, -0.2444], [-1.7146, 6.4457, -7.1347], [1.9927, -5.2216, 5.4992], [3.3035, -3.3064, 1.2211], [7.0633, -4.1822, -4.1023], [4.6764, -8.4672, -2.4777], [3.3730, -1.3299, 9.0199], [0.2550, 6.6990, -7.9367], [-2.0702, 6.3931, -9.2468], [3.4933, -8.6665, -2.3184], [2.4263, -5.0246, 2.1449], [-7.5288, 1.9064, -7.7581], [-3.5926, 5.7816, 0.9585], [6.7537, -4.8415, -1.1107], [-1.6194, -3.0161, 4.5242], [5.3905, -8.9327, -3.7244], [1.6190, 2.9121, 1.1558], [-2.5626, 6.7557, -8.3430], [-0.4433, -1.3183, -4.0292], [-1.9942, -4.3460, 2.1954], [-5.8912, 6.7469, 1.1678], [-3.7252, 5.0797, 2.5806], [-0.6008, 1.8458, 1.1062], [-2.1823, 0.6500, 5.7746], [-1.4475, 1.7994, 2.7497], [-0.6219, 3.3786, 0.7139], [-5.4537, 1.8410, -6.6046], [-0.6154, 3.5881, -0.3618], [5.9258, -6.8379, -1.8716], [2.2557, -1.7234, 9.2723], [-4.0174, 2.7184, 7.1185], [-0.9009, 2.8902, 3.8009], [-1.6729, 3.3552, 4.1683], [5.3806, -2.9049, 0.9803], [-4.8922, 2.6875, -6.2169], [8.7018, -3.6847, -1.8276], [-3.0477, -2.7177, -4.8718], [-3.3930, 1.0073, -5.4511], [-8.4972, 2.0844, -7.0548], [-0.9822, -2.1853, -4.6811], [0.9809, 0.3601, -2.3319], [4.3813, 0.4828, 9.5552], [-1.8516, -0.6177, -1.2633], [-1.8279, 0.5932, 7.5257], [3.5437, -0.3244, 10.8927], [-0.0953, -4.2524, 8.1156], [-8.8449, 1.6227, -4.9909], [-1.4991, -2.3590, -1.4797], [-9.0163, 3.8947, -8.0572], [-9.8511, 0.6966, -6.1412], [2.4767, -4.2556, 6.9048], [1.5176, 1.1362, -0.4102]]
}

=====

no.,molecular weight (g mol⁻¹)
1,1927.1
2,1037.1